The following is a quantum chemistry calculation of 14 unconnected molecules or ions with the total composition C68H176N12O23 at a distorted geometry, from the Open Molecules 2025 dataset.

XYZ file:
```
279
Properties=species:S:1:pos:R:3:forces:R:3
C -2.811671 -6.833475 3.059691 -0.523 0.186 0.448
O -1.706724 -6.998488 3.918799 -0.415 -0.148 0.110
C -0.747599 -5.954160 3.948729 -0.073 -0.858 -0.584
C 0.173592 -6.300468 5.090200 0.149 0.614 0.362
N 0.961548 -7.482065 4.763938 -0.735 -0.064 0.405
C 1.511297 -8.140829 5.933032 1.522 -0.310 0.270
C 2.909154 -7.650566 6.316419 0.016 -0.296 -1.034
O 3.788953 -8.129021 5.305903 -0.008 0.492 -0.220
C 5.094708 -7.587619 5.359626 -0.284 -0.845 0.810
H -3.389088 -5.932638 3.325367 0.243 -0.026 -0.062
H -3.468505 -7.679888 3.265158 0.032 -0.009 -0.139
H -2.598320 -6.807689 1.982806 0.364 -0.011 0.178
H -1.204931 -4.966250 4.064971 -0.080 -0.013 -0.005
H -0.217943 -6.045031 2.989379 0.148 0.569 0.164
H -0.440881 -6.431942 5.998641 -0.031 -0.134 -0.151
H 0.812016 -5.436408 5.314914 0.121 -0.175 -0.155
H 0.297551 -8.142067 4.363719 0.153 0.142 -0.153
H 1.735990 -9.171948 5.647469 -0.552 -0.162 0.216
H 0.926461 -8.091150 6.863595 -0.463 -0.103 -0.327
H 3.235992 -8.139472 7.241388 -0.241 0.555 0.354
H 2.910937 -6.551353 6.337307 0.283 -0.061 0.364
H 5.646004 -8.132147 4.601110 0.182 0.354 -0.197
H 5.563775 -7.836502 6.329263 -0.065 0.221 -0.118
H 5.110961 -6.501023 5.228243 0.024 -0.083 -0.178
C -3.996004 -4.295728 0.866297 1.748 1.025 0.430
O -4.983797 -3.760918 1.699153 -0.719 0.039 -0.177
C -6.026976 -4.663945 2.002307 0.093 -0.144 -0.285
C -7.059282 -3.990970 2.880240 -0.221 0.215 1.012
N -6.791589 -4.156295 4.317858 0.749 -0.606 0.088
C -5.502280 -3.598521 4.702769 0.902 0.879 -0.824
C -5.276462 -3.669013 6.193226 0.480 -0.627 -0.366
O -5.908309 -2.567129 6.783392 -0.192 0.207 0.064
C -5.546437 -2.360749 8.120774 -0.231 -0.093 0.520
H -4.304387 -5.012599 0.110042 -0.260 -0.105 0.064
H -3.172953 -4.659485 1.496710 -0.250 -0.747 -0.184
H -3.476020 -3.452213 0.397833 -0.521 -0.025 -0.461
H -5.623671 -5.585247 2.451704 -0.129 0.186 0.299
H -6.531735 -5.007073 1.085324 0.186 0.258 -0.104
H -8.002476 -4.468447 2.604525 -0.168 0.259 0.414
H -7.113837 -2.903446 2.711712 -0.017 -0.291 -0.786
H -7.464298 -3.710191 4.930593 -0.387 -0.007 -0.464
H -5.362261 -2.548915 4.348802 -0.448 -0.075 0.498
H -4.654559 -4.023974 4.147809 -0.405 -0.768 0.271
H -4.208437 -3.678713 6.459663 0.008 0.249 -0.251
H -5.642843 -4.658316 6.517075 -0.319 0.316 0.335
H -6.023250 -3.108131 8.770036 0.205 -0.010 0.021
H -5.900044 -1.380930 8.437695 -0.085 0.028 -0.169
H -4.459279 -2.381559 8.270935 -0.038 -0.124 -0.117
C 6.192546 -6.634048 2.264237 0.279 1.260 0.301
O 5.542572 -6.919472 1.074305 0.052 -0.141 -0.771
C 4.337873 -7.621702 1.246228 -0.358 -0.250 0.349
C 3.303230 -6.780002 1.969313 0.104 0.021 -0.405
N 3.092088 -5.557941 1.201489 -0.568 -0.817 0.447
C 2.129566 -4.663915 1.833079 1.199 1.585 -1.043
C 2.615577 -4.070290 3.165988 -0.882 -1.325 0.989
O 4.016483 -3.971101 3.158700 -0.186 0.402 -0.620
C 4.559565 -3.628057 4.397157 0.069 -0.115 0.188
H 5.498478 -6.208484 2.995126 0.171 -0.362 0.180
H 6.864874 -5.799368 2.053103 0.337 -0.260 -0.043
H 6.750952 -7.480952 2.661195 -0.016 -0.160 0.127
H 4.496967 -8.556444 1.804060 0.078 -0.008 -0.064
H 3.987697 -7.855356 0.243436 -0.054 -0.061 -0.060
H 3.655068 -6.547077 2.981805 -0.376 -0.333 0.096
H 2.371793 -7.348934 2.020937 -0.002 0.054 0.220
H 3.995691 -5.097871 1.174070 -0.147 0.208 -0.212
H 1.130778 -5.084335 1.937570 0.195 -0.216 -0.063
H 2.081941 -3.853893 1.089020 -0.481 0.132 0.373
H 2.301858 -4.777387 3.971114 0.408 0.123 -0.214
H 2.098446 -3.144605 3.451806 0.252 0.283 -0.438
H 4.266413 -4.385079 5.138247 0.077 0.200 0.167
H 4.250641 -2.632264 4.733988 -0.120 -0.037 0.022
H 5.640674 -3.627613 4.278055 0.067 -0.041 0.086
C -0.382528 -0.387863 -4.995622 0.240 -1.724 -0.220
O -1.336478 -0.265074 -6.022571 -0.669 0.373 0.492
C -2.084726 -1.466182 -6.231716 0.171 0.885 -0.686
C -3.160375 -1.076867 -7.240902 0.724 -0.042 0.504
N -3.909607 0.019173 -6.636620 -0.028 -0.471 -0.245
C -4.867673 0.604741 -7.569252 1.103 1.003 0.816
C -5.998465 -0.302794 -7.855776 -2.153 0.594 0.259
O -5.691541 -1.331285 -8.721219 0.820 -1.001 -0.089
C -6.662855 -2.341273 -8.865448 -0.122 0.563 -0.794
H 0.406295 -1.035929 -5.396071 0.417 0.454 0.095
H -0.744795 -0.985825 -4.146912 -0.363 0.436 0.114
H -0.027145 0.565438 -4.635888 0.001 0.233 -0.147
H -2.590538 -1.764232 -5.308247 0.358 -0.342 0.071
H -1.367943 -2.191328 -6.634363 -0.395 -0.456 0.217
H -3.830936 -1.898981 -7.464919 0.122 -0.156 -0.036
H -2.629816 -0.772903 -8.155691 -0.247 -0.021 -0.167
H -3.195070 0.674561 -6.333079 -0.339 0.322 -0.113
H -4.351715 0.993171 -8.458232 -0.289 -0.222 -0.286
H -5.292730 1.473287 -7.055143 -0.061 0.037 -0.128
H -6.843222 0.276879 -8.274439 0.196 0.147 -0.188
H -6.425486 -0.634197 -6.894101 0.385 -0.435 0.020
H -6.957009 -2.859328 -7.947852 0.165 0.237 0.185
H -6.220270 -3.051632 -9.559777 -0.128 -0.168 0.044
H -7.545676 -1.894804 -9.349926 -0.105 -0.283 0.205
C -1.923275 4.392909 6.112104 -1.187 -0.058 0.538
O -2.308579 3.190419 5.451672 0.292 0.995 -0.006
C -1.205827 2.573664 4.829709 0.056 -0.748 0.853
C -1.730147 1.573467 3.851508 1.137 -0.796 -1.842
N -2.320597 2.230894 2.661228 -1.138 -0.305 1.469
C -2.689247 1.302196 1.563822 0.522 1.135 0.910
C -3.610498 0.127027 1.883070 1.026 0.744 -1.369
O -4.929081 0.574078 1.860045 -0.719 0.086 -0.259
C -5.809464 -0.516153 1.719513 -0.255 -0.595 0.085
H -2.795546 4.694951 6.708404 0.185 -0.063 -0.155
H -1.729065 5.218602 5.419790 0.334 -0.256 -0.098
H -1.110014 4.239586 6.832307 0.169 -0.048 -0.333
H -0.654755 2.031291 5.613385 0.191 -0.012 -0.076
H -0.501550 3.281825 4.389012 -0.239 0.190 -0.302
H -2.369700 0.819829 4.324867 -0.273 0.382 0.183
H -0.899171 0.974497 3.434563 0.078 0.215 0.394
H -3.183989 2.610750 3.072796 0.158 0.223 -0.736
H -1.735911 0.983424 1.124950 -0.177 -0.331 0.047
H -3.159944 1.978717 0.845719 -0.208 -0.477 -0.229
H -3.359776 -0.369467 2.818610 0.051 -0.273 0.083
H -3.422133 -0.522428 1.012837 -0.259 -0.537 0.375
H -6.842319 -0.189653 1.603442 0.084 0.404 0.374
H -5.703816 -1.173222 2.593160 -0.230 0.004 -0.182
H -5.625567 -1.133733 0.823572 0.431 0.197 0.146
C 2.785229 4.746171 -1.586120 0.356 0.161 0.193
O 2.001328 3.954197 -2.433136 -0.231 0.252 -1.002
C 2.590447 2.699082 -2.696754 0.029 -0.504 0.928
C 2.404265 1.822968 -1.433596 0.547 -0.293 -0.247
N 1.594785 0.622324 -1.658610 -0.294 -0.046 0.306
C 1.739469 -0.320291 -0.523454 -0.328 0.981 -0.608
C 0.582904 -1.288793 -0.540424 -0.415 0.063 -0.483
O 0.225190 -1.547663 0.797951 -0.386 -0.783 0.448
C -0.759795 -2.562803 0.942473 -0.076 -0.363 0.722
H 2.125564 5.359355 -0.976333 -0.031 -0.075 0.162
H 3.471967 5.419816 -2.112368 -0.082 -0.122 -0.279
H 3.401087 4.105102 -0.955985 -0.050 0.186 0.370
H 3.662422 2.763314 -2.923073 -0.079 0.320 -0.087
H 2.122816 2.241613 -3.565115 -0.305 0.099 0.009
H 1.951432 2.448827 -0.658150 0.139 0.009 0.074
H 3.386448 1.513388 -1.051358 -0.150 -0.057 -0.017
H 0.626976 0.938669 -1.556193 0.210 -0.259 -0.629
H 1.659826 0.279648 0.393365 0.376 -0.435 0.268
H 2.694267 -0.837527 -0.619941 0.096 0.109 0.331
H 0.836356 -2.189348 -1.120929 0.058 -0.187 0.405
H -0.277213 -0.850252 -1.068158 0.166 0.139 0.081
H -0.506890 -3.216304 1.795281 0.425 0.065 -0.371
H -0.844124 -3.180120 0.040591 -0.122 0.076 0.150
H -1.755320 -2.208362 1.267721 0.265 0.494 -0.663
C -8.362601 1.290288 -4.482372 -0.639 -0.194 -0.110
O -7.269652 1.896892 -3.874382 0.707 -0.095 -0.278
C -6.666760 1.048567 -2.891943 -0.631 1.506 -0.079
C -5.348006 1.694820 -2.542039 0.957 -0.749 -0.368
N -4.296829 1.340780 -3.519919 -0.248 -0.033 -0.310
C -3.651600 0.068787 -3.255577 0.325 0.811 1.212
C -2.678551 0.149720 -2.093345 0.118 -1.674 1.553
O -1.453089 0.822098 -2.223855 -0.442 0.596 -0.515
C -1.543083 2.203553 -1.936151 -0.157 0.989 0.442
H -8.725424 1.886495 -5.318376 0.099 0.339 0.158
H -9.160257 1.200175 -3.735282 -0.223 -0.298 -0.233
H -8.123033 0.310248 -4.918751 0.052 -0.093 0.289
H -6.547814 0.053463 -3.332429 0.087 -0.152 0.352
H -7.319082 1.054600 -2.004527 -0.019 -0.441 -0.143
H -5.073653 1.346791 -1.542449 0.268 0.158 -0.047
H -5.375303 2.783267 -2.538528 -0.601 -0.006 0.225
H -4.751182 1.268599 -4.429876 0.190 0.177 0.061
H -3.059637 -0.242369 -4.104372 -0.335 -0.134 -0.374
H -4.375248 -0.695375 -2.916577 0.080 -0.257 -0.457
H -2.410782 -0.899287 -1.859831 0.097 0.363 -0.380
H -3.149371 0.397730 -1.123410 -0.196 0.636 -0.415
H -0.549934 2.651251 -2.017955 0.022 -0.144 -0.004
H -1.921161 2.384381 -0.917701 0.256 -0.223 -0.022
H -2.214788 2.794215 -2.568414 0.052 -0.506 -0.388
C -1.819067 -9.434687 1.191098 0.828 0.664 0.637
O -2.145459 -8.915557 -0.069932 -1.345 -0.324 -0.316
C -1.251628 -9.302415 -1.083027 0.213 -0.316 -0.171
C 0.095101 -8.611787 -1.003124 0.909 0.014 -0.098
N 0.178507 -7.313476 -1.676917 -0.844 -0.391 -0.165
C -0.828507 -6.383217 -1.190164 -0.420 0.079 0.421
C -0.860983 -5.145866 -2.070935 0.660 -0.728 0.536
O -2.062650 -4.451633 -1.881751 0.164 0.398 0.028
C -2.054128 -3.263639 -2.645504 -0.622 -0.339 -0.418
H -1.533470 -10.493204 1.271861 0.129 0.062 -0.742
H -2.634564 -9.335257 1.901897 -0.259 0.373 -0.300
H -0.987726 -8.793093 1.507524 0.054 -0.534 0.832
H -1.683644 -9.117273 -2.070269 -0.258 0.266 0.200
H -1.150615 -10.390924 -1.013188 0.388 -0.034 -0.047
H 0.818303 -9.271274 -1.496064 0.042 0.078 0.157
H 0.408348 -8.500184 0.047070 -0.068 -0.261 -0.015
H 1.100362 -6.925290 -1.519364 0.045 0.022 0.011
H -0.694120 -6.195367 -0.107162 0.125 0.504 -0.142
H -1.840322 -6.799923 -1.220138 0.237 -0.324 -0.334
H -0.772625 -5.521883 -3.094961 0.021 0.249 -0.162
H 0.012464 -4.517964 -1.836795 -0.075 0.174 -0.207
H -3.064834 -2.857608 -2.583470 0.148 0.219 0.136
H -1.876171 -3.479462 -3.708968 0.139 -0.052 0.092
H -1.301282 -2.543398 -2.310643 -0.036 -0.094 0.097
C 4.370476 8.524631 -0.832080 -0.003 0.199 -1.546
O 5.281702 8.944176 0.126348 -0.106 0.500 0.013
C 4.642565 9.229143 1.344967 0.878 -0.524 1.150
C 5.522295 10.193892 2.112547 0.285 0.523 -0.316
N 5.639011 11.449012 1.346694 -0.325 -1.012 0.183
C 6.729705 12.281138 1.770997 0.385 0.550 0.226
C 6.635357 13.663418 1.168272 0.053 -0.282 -0.024
O 6.896294 13.547289 -0.214930 0.268 -0.160 0.055
C 6.992444 14.791929 -0.850181 0.094 0.179 -0.044
H 3.816282 7.626067 -0.555427 0.007 -0.115 0.087
H 4.938718 8.361385 -1.748042 0.073 -0.494 0.068
H 3.676172 9.318662 -1.139030 -0.236 0.024 0.500
H 4.630950 8.280223 1.901502 -0.505 0.120 0.175
H 3.632541 9.626428 1.240374 -0.060 0.036 -0.278
H 6.511601 9.725343 2.275170 -0.174 0.010 -0.076
H 5.098166 10.392988 3.102518 -0.049 0.023 -0.109
H 5.760843 11.165967 0.376959 0.083 0.282 0.085
H 7.739435 11.905828 1.529531 -0.155 -0.240 -0.058
H 6.718362 12.396194 2.859830 -0.220 -0.074 -0.004
H 7.381855 14.297631 1.669087 -0.120 0.179 -0.183
H 5.621035 14.063390 1.291012 0.110 0.124 0.239
H 6.938403 14.611748 -1.920791 -0.208 0.101 -0.057
H 7.950828 15.296458 -0.659790 -0.047 -0.107 0.200
H 6.186175 15.449682 -0.504686 -0.026 0.071 -0.282
C 2.182115 2.394424 3.014632 -0.640 -1.392 -1.559
O 2.804571 2.821459 1.809779 0.778 0.134 0.627
H 1.371710 1.715723 2.696701 -0.333 0.635 0.029
H 2.776425 1.636451 3.541570 0.426 0.872 0.615
H 1.766045 3.248521 3.541287 0.191 -0.186 0.648
H 3.708153 3.128592 2.064886 -0.355 -0.029 -0.510
C -0.115966 4.800151 0.886866 0.168 -1.246 0.592
O -1.457488 4.683413 1.309290 -0.566 0.076 -0.029
H -0.009546 5.684534 0.273770 -0.088 0.170 0.032
H 0.558947 4.818586 1.754548 0.076 0.323 -0.160
H 0.201599 3.921675 0.303499 -0.054 0.185 -0.132
H -1.644804 3.847651 1.797410 0.464 0.298 -0.209
C 2.912763 0.058446 -5.969298 -0.827 -0.256 0.087
C 3.135685 -1.146838 -5.068396 0.803 0.573 1.223
C 3.962990 -2.228474 -5.744689 -0.402 -0.064 -0.487
O 3.766012 -3.461359 -5.063628 -0.080 -0.011 -0.106
C 4.054154 -4.621788 -5.831931 -0.348 0.927 -0.514
N 3.908830 -0.685041 -3.855413 -0.188 -0.566 -0.230
H 2.177077 0.716114 -5.498727 0.559 0.351 0.268
H 2.393225 -0.159471 -6.909919 0.446 -0.396 -0.065
H 3.874964 0.532578 -6.141803 -0.105 0.305 -0.095
H 2.204387 -1.546037 -4.657297 -0.103 -0.311 -0.719
H 5.026977 -1.936702 -5.754154 -0.152 -0.080 0.178
H 3.659150 -2.283229 -6.806949 -0.099 -0.318 0.275
H 3.339466 -4.741166 -6.666092 0.046 0.180 0.172
H 3.916429 -5.478638 -5.182131 0.464 -0.082 0.080
H 5.044226 -4.507711 -6.292989 0.062 -0.520 0.311
H 4.132201 -1.551704 -3.354546 0.071 0.398 -0.011
H 3.282720 -0.174550 -3.225899 -0.023 -0.129 -0.261
C -4.671120 8.282472 -1.583120 -0.405 -0.227 0.259
C -3.495173 7.372567 -1.273229 -0.257 -0.493 0.420
C -2.222907 8.126535 -1.531829 1.006 0.375 -0.541
O -1.136563 7.279711 -1.222732 0.504 -0.470 -0.262
C 0.135329 7.876875 -1.376334 -0.724 0.871 1.381
N -3.433941 6.938933 0.140912 0.190 -0.039 -0.233
H -4.670664 8.583522 -2.632391 0.115 0.121 0.040
H -4.644308 9.156073 -0.926569 0.033 0.026 -0.148
H -5.629639 7.784626 -1.408101 0.132 -0.058 0.063
H -3.542776 6.460451 -1.886962 0.149 0.368 -0.401
H -2.175152 9.044601 -0.921818 -0.123 -0.200 0.178
H -2.089138 8.463101 -2.573652 -0.459 -0.145 0.004
H 0.163234 8.726593 -0.664596 0.166 0.133 -0.477
H 0.335882 8.242412 -2.388162 0.064 -0.282 -0.008
H 0.882318 7.200119 -0.971899 0.078 -0.296 -0.559
H -4.002983 6.106338 0.278447 -0.165 0.266 -0.049
H -2.486391 6.568186 0.253128 -0.291 0.120 0.307
C 7.438257 5.349862 1.558214 -0.567 0.689 -1.508
C 6.066622 4.749373 1.165149 -0.808 0.405 2.381
C 6.080342 4.009324 -0.148508 0.417 0.089 0.132
O 6.003815 4.954844 -1.180861 0.152 0.587 1.026
C 6.394359 4.473765 -2.404087 0.043 -0.449 -1.628
N 5.532683 3.834439 2.260148 1.167 -0.756 -1.279
H 7.519777 6.270063 0.956342 0.286 -0.191 0.196
H 8.277279 4.716606 1.261767 -0.070 -0.162 0.253
H 7.516595 5.654214 2.594995 -0.136 -0.181 0.226
H 5.334025 5.568666 1.107315 0.196 -0.168 -0.183
H 5.248881 3.306337 -0.245206 0.072 -0.247 0.245
H 7.056862 3.501443 -0.190713 -0.255 -0.386 -0.264
H 7.350863 3.935582 -2.425026 0.129 0.204 0.381
H 6.465039 5.334061 -3.064964 0.063 -0.008 -0.158
H 5.671302 3.772299 -2.846445 -0.134 0.061 0.137
H 5.554751 4.244589 3.184237 0.106 0.564 -0.095
H 6.270744 3.115463 2.302080 -0.660 -0.036 0.258
```
Forces are in eV/Å.

Output
**E_LUMO**: 0.012 Ha
**Kohn-Sham gap**: 0.3267 Ha
**Net charge**: 0